1.
15
Properties=species:S:1:pos:R:3:forces:R:3 method="wB97M-V/def2-TZVPD" de_lowest_kcal_mol=0.00 largest_force_ev_per_a=2.77 total_charge=0 e_homo_ev=-9.7
Br -3.578217 -0.123708 0.203303 0.189 0.225 0.106
Si -1.576287 0.141312 -0.797493 0.533 -2.597 0.811
C -0.474709 -1.558150 -0.278651 -0.512 1.826 -0.585
Si 1.282090 -1.050991 0.230175 -0.988 0.640 0.044
C 1.181865 0.767988 0.821722 -0.031 -0.215 -0.301
Si -0.157780 1.801145 -0.048976 0.636 -0.199 0.345
H -1.971567 0.053969 -2.200915 0.193 0.172 -0.360
H -0.465420 -2.234461 -1.130353 -0.048 -0.042 -0.129
H -0.998351 -2.061726 0.532094 -0.102 0.107 0.097
H 2.201299 -1.158774 -0.914047 0.106 0.017 -0.126
H 1.760443 -1.893250 1.329849 0.192 -0.166 0.162
H 0.976710 0.774658 1.893198 -0.117 -0.064 0.083
H 2.157651 1.238693 0.706963 0.085 0.114 -0.042
H -0.739534 2.792354 0.860806 -0.208 0.110 0.104
H 0.401805 2.510947 -1.207681 0.074 0.074 -0.210

=====

2.
15
Properties=species:S:1:pos:R:3:forces:R:3 method="wB97M-V/def2-TZVPD" largest_force_ev_per_a=3.01 s2=2.005 total_charge=0 spin_multiplicity=3 e_homo_ev="-6.0 / -9.8"
C 1.335793 -0.551976 -0.910034 -2.424 0.434 1.727
C -1.610645 -0.265048 0.039771 -0.582 0.108 -0.551
Si -0.404621 -0.044244 -1.511563 0.192 1.138 1.963
Si 1.739351 0.082303 0.850932 -1.086 -0.941 -1.097
Si -0.603160 0.010614 1.648775 0.368 -0.481 -0.858
Cl -1.381414 2.569494 2.319240 -0.352 0.885 0.203
H 1.412789 -1.610549 -0.767115 -0.270 -0.898 -0.084
H 1.952145 -0.320068 -1.697749 2.017 0.877 -1.636
H -2.437403 0.475369 -0.157737 0.792 -0.317 0.543
H -2.198138 -1.220100 0.257281 1.041 0.841 -0.900
H -0.352204 1.470811 -2.055705 -0.143 -1.568 0.850
H -0.825024 -0.818959 -2.613181 -0.440 -0.803 -1.149
H 2.960861 -0.767432 1.125290 -0.387 0.607 0.615
H 1.900893 1.537627 0.744349 0.532 0.196 0.330
H -1.489224 -0.547842 2.727447 0.740 -0.080 0.043

=====

3.
13
Properties=species:S:1:pos:R:3:forces:R:3 method="wB97M-V/def2-TZVPD" de_lowest_kcal_mol=19.90 largest_force_ev_per_a=1.05 total_charge=+1 e_homo_ev=-12.9
N 1.171293 1.444676 -0.707863 0.477 0.217 0.628
H 0.629150 1.937810 -1.419775 0.058 -0.213 -0.036
H 1.241593 2.043005 0.122622 -0.110 -0.063 -0.153
H 0.729846 0.509869 -0.429548 -0.212 0.019 -0.385
H 2.130909 1.274460 -1.025096 -0.228 0.024 -0.200
C -0.183087 -1.257307 -0.558704 0.208 0.177 -0.255
C -0.400697 -1.019828 0.740667 -0.925 0.086 0.480
N -1.592698 -0.581822 1.287132 0.531 0.292 -0.743
H -0.940195 -1.039738 -1.299995 -0.134 -0.111 -0.058
H 0.685061 -1.810255 -0.878464 0.137 -0.038 0.000
H 0.344800 -1.242650 1.479950 0.365 -0.165 0.251
H -2.288428 -0.293138 0.610566 -0.070 -0.087 0.199
H -1.527548 0.034919 2.078508 -0.097 -0.139 0.272